Entry from OMol25: C23H32F3N4O6Ru as an isolated structure (ωB97M-V with the def2-TZVPD basis set).

Element x y z (Å)
Ru  -0.10  0.12  0.92
C  -0.76  -3.88  -0.27
C  -0.65  -2.99  0.92
C  -0.93  -3.49  2.29
O  0.38  -2.06  0.87
C  -2.70  -1.25  0.65
O  -3.39  -1.81  -0.07
O  -2.12  -0.56  1.43
H  0.08  -4.58  -0.30
H  -0.75  -3.29  -1.19
H  -1.68  -4.46  -0.23
H  -0.13  -4.15  2.64
H  -1.86  -4.06  2.31
H  -1.02  -2.66  3.00
H  0.68  -1.98  -0.05
C  -0.53  1.19  5.26
C  -0.86  0.75  3.82
N  0.38  0.61  3.02
C  1.19  -0.50  3.58
C  1.42  -0.30  5.09
N  0.95  1.08  5.45
C  1.65  2.08  4.58
C  1.16  1.86  3.13
H  -1.01  0.55  6.00
H  -0.81  2.22  5.46
H  -1.50  1.49  3.33
H  -1.38  -0.20  3.81
H  2.13  -0.52  3.03
H  0.68  -1.43  3.39
H  2.47  -0.38  5.37
H  0.85  -1.01  5.70
H  1.18  1.26  6.43
H  2.72  1.93  4.70
H  1.39  3.07  4.95
H  2.01  1.79  2.46
H  0.53  2.69  2.81
F  2.56  3.49  -0.88
C  1.31  3.58  -0.46
F  1.24  4.51  0.51
F  0.53  3.95  -1.47
C  0.82  2.24  0.11
O  1.58  1.25  0.19
O  -0.36  2.16  0.54
C  -1.10  0.90  -5.54
N  -1.13  1.01  -4.09
N  -0.59  0.04  -3.28
C  -0.92  0.31  -1.99
O  -0.47  -0.44  -1.04
C  -1.73  1.45  -2.00
C  -1.84  1.85  -3.32
C  -2.61  2.98  -3.91
C  0.42  -0.87  -3.74
C  0.12  -2.22  -3.82
C  1.10  -3.10  -4.25
C  2.36  -2.63  -4.60
C  2.64  -1.27  -4.52
C  1.67  -0.38  -4.08
H  -1.02  -0.15  -5.81
H  -0.26  1.44  -5.96
H  -2.03  1.29  -5.94
H  -2.15  1.95  -1.15
H  -2.88  3.68  -3.13
H  -3.53  2.62  -4.37
H  -2.04  3.51  -4.67
H  -0.88  -2.56  -3.57
H  0.88  -4.16  -4.32
H  3.12  -3.32  -4.94
H  3.62  -0.90  -4.80
H  1.88  0.68  -4.00

## Properties
2S+1 = 2
net charge = +2
Kohn-Sham gap (alpha / beta) = 7.7790 / 8.3640 eV